# C22H17F6N5O11STc

C22H17F6N5O11STc as an isolated structure (wB97M-V/def2-TZVPD, the OMol25 dataset).

CARTESIAN COORDINATES (ANGSTROEM)
1 Tc -0.55832 0.32002 -0.45899
2 O -1.07290 -3.66602 0.48805
3 C -0.69848 -2.48032 0.14246
4 O -1.41210 -1.47105 0.25877
5 C 0.68274 -2.36597 -0.41817
6 C 1.61836 -3.36325 -0.62821
7 C 2.83344 -2.98873 -1.19473
8 C 3.09290 -1.65736 -1.51406
9 C 2.10070 -0.72537 -1.26094
10 N 0.94087 -1.10888 -0.74433
11 C 2.10198 0.76671 -1.47567
12 O 3.15488 1.40869 -1.85089
13 O 1.05171 1.39621 -1.27273
14 H -1.98992 -3.67688 0.82288
15 H 1.40360 -4.39104 -0.36993
16 H 3.58968 -3.73801 -1.38511
17 H 4.04684 -1.37548 -1.93731
18 H 3.98693 0.91579 -1.71153
19 C -5.16225 0.85548 0.72777
20 N -4.24765 1.59096 1.60312
21 C -4.52825 2.00122 2.88793
22 C -3.45310 2.69236 3.33325
23 N -2.54730 2.70265 2.30513
24 C -3.02406 2.01816 1.26365
25 S -2.36262 1.83197 -0.33365
26 H -6.05378 0.61742 1.29937
27 H -4.68647 -0.06022 0.38567
28 H -5.42966 1.47154 -0.12744
29 H -5.46432 1.77235 3.36453
30 H -3.25719 3.16343 4.27888
31 H -1.60861 3.06585 2.35854
32 C -1.62045 0.24147 -4.57419
33 C -1.75766 -0.58486 -3.30380
34 O -1.13235 0.06238 -2.24241
35 C -1.06854 -1.95079 -3.50511
36 F 0.26430 -1.77732 -3.56302
37 F -1.28703 -2.78752 -2.46049
38 F -1.45394 -2.57061 -4.60076
39 C -3.25319 -0.76719 -2.94427
40 F -3.39926 -1.31638 -1.72279
41 F -3.85823 0.41994 -2.90881
42 F -3.88292 -1.53976 -3.81906
43 H -0.56804 0.34160 -4.83180
44 H -2.04019 1.22906 -4.40194
45 H -2.14679 -0.23227 -5.40094
46 O -0.33861 1.24028 3.32225
47 C 0.52246 0.95852 2.52870
48 O 0.29419 0.61990 1.27037
49 C 1.98105 0.94055 2.88568
50 C 2.92962 0.65457 1.92152
51 C 4.26878 0.68775 2.24476
52 C 4.71692 0.98531 3.51732
53 C 3.74159 1.25410 4.46087
54 C 2.38845 1.24476 4.18067
55 N 4.17751 1.57657 5.84399
56 O 5.36516 1.55326 6.05738
57 O 3.30461 1.81725 6.64389
58 N 5.24307 0.40245 1.17535
59 O 6.40766 0.42424 1.44058
60 O 4.78357 0.13456 0.06166
61 H 2.62905 0.40962 0.92123
62 H 5.76626 1.01214 3.77512
63 H 1.67065 1.47236 4.95618

Forces on the atoms, in the same order (eV/Å):
Tc -0.4 0.1 0.0
O -0.1 0.1 0.0
C 0.0 -0.1 0.0
O 0.1 0.0 0.0
C 0.0 0.0 0.0
C 0.0 0.0 0.0
C 0.0 0.0 0.0
C 0.0 0.0 0.0
C 0.0 0.0 0.0
N 0.1 -0.1 0.0
C 0.0 0.1 0.0
O 0.0 -0.1 0.0
O 0.1 0.0 -0.1
H 0.1 0.0 0.0
H 0.0 0.0 0.0
H 0.0 0.0 0.0
H 0.0 0.0 0.0
H 0.0 0.0 0.0
C 0.0 0.0 0.0
N 0.0 0.0 0.0
C 0.0 0.0 0.0
C 0.0 0.0 0.0
N 0.0 0.0 0.0
C 0.0 0.0 0.0
S 0.0 0.0 0.0
H 0.0 0.0 0.0
H 0.0 0.0 0.0
H 0.0 0.0 0.0
H 0.0 0.0 0.0
H 0.0 0.0 0.0
H 0.0 0.0 0.0
C 0.0 0.0 0.0
C -0.1 0.0 0.1
O 0.2 0.1 -0.2
C -0.1 0.0 0.0
F 0.1 0.1 0.0
F 0.0 0.0 0.1
F 0.0 0.0 -0.1
C 0.0 0.0 0.0
F 0.0 0.0 0.1
F 0.0 0.1 0.0
F 0.0 -0.1 -0.1
H 0.0 0.0 0.0
H 0.0 0.0 0.0
H 0.0 0.0 0.0
O 0.0 0.1 0.0
C 0.0 -0.2 0.0
O 0.1 0.0 0.1
C 0.0 0.1 0.0
C 0.0 0.0 0.0
C 0.0 0.0 0.0
C 0.0 0.0 0.0
C 0.0 0.0 0.0
C 0.0 0.0 0.0
N 0.0 -0.1 0.0
O 0.1 0.0 0.0
O -0.1 0.1 0.0
N 0.0 -0.1 0.1
O 0.1 0.0 0.0
O 0.0 0.0 -0.1
H 0.0 0.0 0.0
H 0.0 0.0 0.0
H 0.0 0.0 0.0

Values from the calculation:
energy relative to the best compared isomer or geometry (same formula, charge and spin): 0.00 kJ/mol
charge: +2
HOMO-LUMO gap (spin up / spin down): 7.35 / 7.05 eV
LUMO (spin up / spin down): -0.27429 / -0.28831 Eh
multiplicity: 4
DFT total energy: -3027.58916 Eh

Here are the Mulliken charges for atoms 1 to 4, given in e: 0.69, -0.41, 0.44, -0.32